Record 1
DFT (wB97M-V/def2-TZVPD) results for a molecular structure, C38H40N5O5PS2TcTe.

Output
Calculated total energy, Eh: -3608.1929
F_max, eV/A: 0.7
Total charge: +2
Spin multiplicity: 2

Geometry (Å):
Tc1 -0.50 0.42 -0.54
C1 -3.12 -1.21 1.81
C2 -3.19 -1.30 0.33
N1 -2.30 -0.87 -0.55
C3 -2.87 -1.06 -1.80
C4 -4.10 -1.66 -1.66
N2 -4.26 -1.81 -0.32
C5 -5.24 -2.15 -2.52
O1 -5.17 -1.96 -3.82
O2 -6.14 -2.70 -1.96
C6 -2.35 -0.46 -3.02
O3 -2.88 -0.53 -4.10
O4 -1.20 0.24 -2.83
H1 -2.33 -0.53 2.11
H2 -2.97 -2.19 2.27
H3 -4.07 -0.82 2.19
H4 -5.10 -2.20 0.08
H5 -4.37 -1.45 -4.07
C7 -1.02 1.37 -3.75
C8 0.38 1.95 -3.66
C9 0.43 2.99 -4.80
C10 0.74 2.66 -2.35
C11 2.04 3.44 -2.48
O5 2.69 3.26 -1.21
C12 2.07 2.28 -0.57
N3 1.01 1.81 -1.14
C13 2.70 1.92 0.71
C14 3.96 2.50 0.95
C15 4.63 2.28 2.14
C16 4.05 1.48 3.11
C17 2.82 0.90 2.88
C18 2.13 1.10 1.69
P1 0.53 0.22 1.50
C19 -0.25 0.50 3.13
C20 -0.97 1.69 3.30
C21 -1.55 1.99 4.52
C22 -1.42 1.11 5.59
C23 -0.70 -0.06 5.43
C24 -0.11 -0.37 4.21
C25 1.11 -1.53 1.61
C26 2.41 -1.89 1.25
C27 2.80 -3.23 1.23
C28 1.90 -4.22 1.58
C29 0.61 -3.88 1.94
C30 0.21 -2.55 1.94
H6 -1.21 1.01 -4.75
H7 -1.76 2.12 -3.48
H8 0.49 -0.83 -2.64
H9 1.12 1.17 -3.87
H10 -0.25 3.81 -4.59
H11 0.14 2.54 -5.75
H12 1.43 3.40 -4.93
H13 -0.09 3.32 -2.09
H14 1.91 4.51 -2.64
H15 2.71 3.04 -3.25
H16 4.40 3.14 0.20
H17 5.59 2.74 2.30
H18 4.56 1.30 4.05
H19 2.37 0.28 3.65
H20 -1.07 2.38 2.48
H21 -2.09 2.92 4.64
H22 -1.87 1.35 6.54
H23 -0.58 -0.74 6.27
H24 0.46 -1.28 4.12
H25 3.14 -1.13 1.00
H26 3.82 -3.48 0.98
H27 2.22 -5.26 1.62
H28 -0.09 -4.64 2.26
H29 -0.79 -2.29 2.25
C31 3.07 -3.78 -2.46
N4 1.69 -3.83 -2.01
C32 1.01 -5.12 -1.78
C33 -0.40 -4.70 -1.32
N5 -0.29 -3.23 -1.28
C34 0.91 -2.84 -1.65
S1 1.38 -1.13 -1.66
H30 3.16 -4.29 -3.42
H31 3.71 -4.27 -1.73
H32 3.38 -2.74 -2.58
H33 1.56 -5.68 -1.03
H34 0.99 -5.69 -2.71
H35 -0.63 -5.08 -0.33
H36 -1.18 -5.00 -2.01
H37 -0.92 -2.61 -0.80
Te1 -2.34 2.19 -0.18
C35 -1.60 3.94 0.71
C36 -2.36 4.84 1.41
C37 -1.60 5.93 1.91
C38 -0.28 5.84 1.60
S2 0.05 4.43 0.68
H38 -3.42 4.73 1.55
H39 -2.02 6.74 2.49
H40 0.52 6.52 1.86

Record 2
DFT (wB97M-V/def2-TZVPD) results for a molecular structure, C38H40N6OPrSSbSi in a non-equilibrium geometry.

Output
Calculated total energy, Eh: -3320.4912
F_max, eV/A: 2.8
Total charge: +2
Spin multiplicity: 3

Geometry (Å):
Pr1 -0.18 0.22 0.11
C1 1.39 3.50 1.18
C2 0.25 3.38 2.14
C3 0.04 4.36 3.10
C4 -1.07 4.25 3.92
C5 -1.88 3.12 3.80
C6 -1.58 2.16 2.85
N1 -0.53 2.27 1.98
Sb1 -3.04 0.47 2.58
C7 -1.95 -1.40 2.82
C8 -2.42 -2.11 3.95
C9 -1.70 -3.26 4.31
C10 -0.65 -3.69 3.53
C11 -0.27 -2.92 2.42
C12 0.85 -3.47 1.61
N2 -0.86 -1.73 2.11
C13 -3.60 0.21 0.43
C14 -5.01 0.10 0.38
C15 -5.63 0.10 -0.87
C16 -4.81 0.12 -2.00
C17 -3.43 0.15 -1.86
C18 -2.62 0.11 -3.11
N3 -2.81 0.15 -0.65
H1 2.02 2.58 1.21
H2 0.99 3.60 0.14
H3 2.00 4.38 1.43
H4 0.73 5.21 3.23
H5 -1.26 5.03 4.67
H6 -2.75 2.93 4.43
H7 -3.34 -1.75 4.46
H8 -2.07 -3.85 5.17
H9 -0.04 -4.59 3.76
H10 0.62 -4.50 1.29
H11 0.96 -2.77 0.77
H12 1.80 -3.52 2.16
H13 -5.57 -0.03 1.31
H14 -6.72 0.09 -0.96
H15 -5.28 0.06 -2.99
H16 -3.11 -0.55 -3.84
H17 -2.56 1.11 -3.57
H18 -1.60 -0.29 -2.91
C19 3.53 0.50 -3.05
C20 3.17 1.46 -4.00
C21 2.08 2.29 -3.76
C22 1.29 2.08 -2.60
N4 1.63 1.12 -1.70
C23 2.75 0.39 -1.90
C24 0.04 2.76 -2.42
C25 -0.50 3.54 -3.50
C26 -1.67 4.27 -3.27
C27 -2.32 4.19 -2.03
C28 -1.76 3.35 -1.05
N5 -0.64 2.61 -1.26
H19 4.37 -0.22 -3.19
H20 3.78 1.64 -4.87
H21 1.89 3.14 -4.45
H22 3.04 -0.29 -1.10
H23 -0.01 3.60 -4.47
H24 -2.06 4.91 -4.08
H25 -3.24 4.75 -1.80
H26 -2.22 3.33 -0.06
C29 1.26 -4.14 -1.89
Si1 -0.29 -3.03 -1.87
C30 -1.69 -4.07 -1.09
C31 -0.72 -2.80 -3.76
O1 -0.04 -1.65 -1.04
H27 1.15 -4.93 -2.60
H28 1.41 -4.58 -0.91
H29 2.17 -3.58 -2.13
H30 -2.18 -4.70 -1.81
H31 -2.46 -3.40 -0.69
H32 -1.31 -4.68 -0.28
H33 -0.53 -3.78 -4.22
H34 -0.11 -2.02 -4.23
H35 -1.77 -2.57 -3.95
S1 3.31 0.85 4.13
C32 1.87 0.49 3.20
N6 2.02 -0.18 2.05
C33 3.35 -0.57 1.92
C34 3.86 -1.43 0.94
C35 5.22 -1.76 0.99
C36 6.09 -1.18 1.96
C37 5.59 -0.25 2.85
C38 4.22 0.02 2.90
H36 0.92 0.81 3.65
H37 3.21 -1.84 0.15
H38 5.60 -2.51 0.31
H39 7.13 -1.43 1.98
H40 6.25 0.28 3.56

Record 3
DFT (wB97M-V/def2-TZVPD) results for a molecular structure, C38H41BInN9O7S.

Output
Calculated total energy, Eh: -3105.5125
F_max, eV/A: 0.6
Total charge: -2
Spin multiplicity: 1

Geometry (Å):
In1 -1.13 -0.40 -0.26
O1 -2.96 -0.20 4.57
C1 -3.88 -1.17 4.44
C2 -4.48 -1.69 5.59
C3 -5.42 -2.69 5.50
C4 -5.79 -3.20 4.25
C5 -5.20 -2.69 3.11
C6 -4.25 -1.67 3.18
C7 -3.62 -1.09 1.94
O2 -2.69 -0.23 2.09
N1 -4.03 -1.57 0.80
N2 -3.39 -0.98 -0.29
C8 -4.02 -1.13 -1.39
C9 -3.75 -0.52 -2.67
C10 -4.58 -0.88 -3.74
C11 -4.49 -0.28 -4.98
C12 -3.56 0.76 -5.15
C13 -2.74 1.14 -4.11
C14 -2.77 0.50 -2.84
O3 -1.97 0.88 -1.90
H1 -2.65 -0.01 3.63
H2 -4.17 -1.29 6.55
H3 -5.87 -3.09 6.40
H4 -6.53 -3.99 4.18
H5 -5.46 -3.06 2.13
H6 -4.93 -1.74 -1.32
H7 -5.31 -1.67 -3.58
H8 -5.14 -0.58 -5.79
H9 -3.49 1.26 -6.11
H10 -2.02 1.94 -4.24
C15 -1.00 -2.97 2.27
C16 -0.19 -1.75 2.53
C17 0.62 -1.43 3.63
C18 1.24 -0.24 3.31
C19 2.28 0.51 4.06
N3 0.80 0.14 2.10
N4 -0.08 -0.78 1.63
B1 1.32 1.27 1.17
N5 0.12 2.25 0.98
N6 -1.08 1.77 0.58
C20 -1.97 2.75 0.67
C21 -3.42 2.57 0.34
C22 -1.32 3.90 1.15
C23 0.00 3.54 1.33
C24 1.15 4.37 1.81
N7 1.79 0.77 -0.20
N8 0.88 0.39 -1.15
C25 1.25 0.47 -2.39
C26 0.47 -0.14 -3.51
C27 2.46 1.19 -2.72
C28 3.41 1.37 -1.80
C29 5.31 2.78 -0.90
H11 -0.56 -3.83 2.77
H12 -2.03 -2.86 2.63
H13 -1.03 -3.16 1.20
H14 0.76 -2.01 4.53
H15 2.40 0.07 5.05
H16 3.24 0.45 3.54
H17 2.02 1.56 4.18
H18 2.23 1.85 1.70
H19 -3.56 1.63 -0.19
H20 -4.01 2.54 1.25
H21 -3.77 3.39 -0.29
H22 -1.77 4.87 1.33
H23 0.81 5.39 1.97
H24 1.55 3.98 2.75
H25 1.96 4.38 1.09
H26 -0.40 -0.69 -3.16
H27 0.13 0.62 -4.22
H28 1.11 -0.84 -4.05
H29 2.56 1.59 -3.73
H30 6.15 3.40 -1.20
H31 4.55 3.42 -0.45
H32 5.66 2.08 -0.13
C30 6.86 1.54 -3.42
C31 5.71 0.98 -2.61
C32 4.73 2.02 -2.10
C33 3.19 0.59 -0.54
C34 3.67 -0.85 -0.80
C35 4.68 -1.17 -1.62
C36 5.61 -0.34 -2.40
S1 2.89 -2.22 0.10
O4 3.03 -1.73 1.46
O5 3.70 -3.39 -0.24
N9 1.42 -2.31 -0.35
C37 1.07 -3.26 -1.39
C38 -0.36 -3.11 -1.93
O6 -0.71 -3.92 -2.78
O7 -1.17 -2.17 -1.50
H33 7.50 2.17 -2.80
H34 6.49 2.16 -4.24
H35 7.47 0.74 -3.84
H36 4.58 2.74 -2.91
H37 3.74 1.00 0.30
H38 4.90 -2.23 -1.66
H39 6.40 -0.93 -2.87
H40 1.13 -4.30 -1.04
H41 1.71 -3.22 -2.28